[1]
Computed, not measured: a structure of composition C26H42N3PtSeSi4Te, with ωB97M-V with the def2-TZVPD basis set.

Structure (XYZ):
```
78
Properties=species:S:1:pos:R:3:forces:R:3
Pt -1.0094 -0.0321 1.7423 -0.125 0.046 -0.680
C -3.6552 1.9931 2.6037 0.038 0.057 0.005
N -2.9421 0.7289 2.7403 -0.560 -0.560 -0.602
C -3.4830 -0.1960 3.4484 0.023 0.019 0.149
C -2.8248 -1.4476 3.6211 -0.076 0.133 -0.044
C -3.1669 -2.6039 4.3187 0.098 -0.091 -0.030
C -2.1208 -3.5109 4.0918 -0.100 0.034 -0.055
C -1.2015 -2.8577 3.2681 0.003 0.009 0.008
N -1.6274 -1.6166 2.9840 0.752 0.315 0.834
C -3.2008 2.7769 1.4026 -0.044 0.087 -0.016
C -4.0130 2.8971 0.2829 0.026 0.009 0.002
C -3.5896 3.6200 -0.8250 0.028 0.008 0.009
C -2.3437 4.2270 -0.8198 -0.026 0.010 -0.011
C -1.5243 4.1097 0.2948 -0.017 -0.042 -0.009
C -1.9510 3.3887 1.3964 -0.013 0.007 0.060
H -3.4843 2.5901 3.5075 0.016 0.006 -0.030
H -4.7328 1.8082 2.5290 -0.006 0.026 0.033
H -4.4535 -0.0436 3.9313 0.053 0.067 0.070
H -4.0603 -2.7579 4.9025 -0.045 -0.026 0.002
H -2.0316 -4.5151 4.4713 -0.015 -0.057 0.009
H -0.2646 -3.2232 2.8767 0.056 0.027 0.050
H -4.9817 2.4112 0.2731 -0.024 -0.017 -0.003
H -4.2269 3.6941 -1.6966 -0.012 -0.004 -0.021
H -2.0016 4.7744 -1.6890 -0.002 0.007 -0.007
H -0.5402 4.5577 0.2974 0.051 0.018 -0.003
H -1.2941 3.2691 2.2497 0.006 -0.007 -0.015
Se 1.1485 1.1106 1.9060 -0.115 -0.483 -0.115
C 1.4444 0.9613 3.7949 0.067 -0.220 0.021
C 2.2875 -0.0138 4.3208 -0.017 0.020 -0.012
C 2.4896 -0.0704 5.6897 0.005 -0.039 0.022
N 1.9226 0.7585 6.5658 -0.012 0.007 -0.015
C 1.1089 1.6822 6.0564 0.010 0.014 0.042
C 0.8407 1.8230 4.7052 -0.014 0.040 -0.086
H 2.7736 -0.7241 3.6646 0.015 0.007 0.001
H 3.1454 -0.8275 6.1069 0.014 -0.016 0.016
H 0.6414 2.3524 6.7712 -0.002 0.003 0.013
H 0.1642 2.5953 4.3620 -0.005 -0.007 -0.012
C 3.9217 0.7243 -0.9647 0.018 -0.052 0.020
Si 2.4861 1.0246 -2.1321 -0.145 0.076 -0.038
C 3.2292 1.0266 -3.8673 0.023 0.028 0.009
C 1.7542 2.7199 -1.8037 0.020 -0.016 0.031
Si 0.7420 -0.5439 -2.0071 0.134 -0.110 0.112
Te -1.3051 0.2639 -0.8247 0.001 0.635 0.234
Si 1.3978 -2.6227 -1.1583 -0.013 0.070 0.005
C -0.1215 -3.6374 -0.7483 -0.026 -0.012 -0.016
C 2.4225 -3.5432 -2.4479 0.013 -0.027 0.032
C 2.4272 -2.4436 0.3963 0.022 -0.009 0.032
Si -0.1674 -0.7838 -4.1536 0.007 -0.009 0.028
C -0.7799 0.8944 -4.7446 -0.020 -0.002 -0.013
C 1.0051 -1.4491 -5.4730 -0.009 0.008 0.022
C -1.6232 -1.9713 -4.0869 -0.015 0.031 -0.044
H 4.6130 1.5687 -1.0401 0.037 -0.004 0.025
H 4.4661 -0.1831 -1.2334 0.026 -0.034 -0.028
H 3.5971 0.6315 0.0704 -0.054 0.027 0.070
H 4.0484 1.7489 -3.9129 0.037 0.022 -0.017
H 2.4940 1.3051 -4.6225 -0.045 0.018 -0.041
H 3.6297 0.0475 -4.1345 0.027 -0.041 -0.002
H 2.5313 3.4877 -1.7849 0.027 0.043 -0.006
H 1.2366 2.7204 -0.8430 -0.013 0.024 0.061
H 1.0201 2.9818 -2.5675 -0.045 0.001 -0.037
H -0.7637 -3.7732 -1.6193 -0.024 -0.026 -0.046
H -0.7152 -3.1321 0.0151 -0.009 0.021 0.053
H 0.1688 -4.6226 -0.3734 -0.015 -0.024 0.015
H 1.8445 -3.7174 -3.3548 -0.047 -0.035 -0.072
H 2.7480 -4.5135 -2.0649 0.022 -0.029 0.016
H 3.3120 -2.9747 -2.7254 0.042 0.027 -0.012
H 1.9389 -1.7663 1.0980 -0.061 0.032 0.053
H 3.4147 -2.0348 0.1802 0.059 0.016 -0.016
H 2.5552 -3.4163 0.8791 0.018 -0.028 0.010
H 0.0544 1.5374 -5.0312 0.034 0.027 -0.007
H -1.3396 1.4038 -3.9592 -0.040 0.004 0.032
H -1.4317 0.7763 -5.6139 -0.008 0.022 -0.044
H 1.8871 -0.8244 -5.6009 0.039 0.066 -0.011
H 0.4785 -1.4922 -6.4301 -0.013 -0.003 -0.038
H 1.3456 -2.4555 -5.2350 0.018 -0.096 0.022
H -2.3181 -1.6948 -3.2947 -0.058 0.023 0.043
H -1.2876 -2.9910 -3.8926 0.028 -0.051 0.003
H -2.1587 -1.9650 -5.0400 -0.027 -0.023 -0.019
```
Positions in Å, forces in eV/Å.

## Properties
* HOMO (alpha / beta): -3.82 / -3.81 eV
* gap between HOMO and LUMO (alpha / beta): 0.2085 / 0.2085 hartree
* net charge: -1

Atom charges from the Mulliken analysis, given in e for atoms 1 to 6: atom 1 (Pt): 1.39, atom 2 (C): -1.33, atom 3 (N): 0.02, atom 4 (C): 0.13, atom 5 (C): 0.07, atom 6 (C): -0.94

[2]
Computed, not measured: a structure of composition C26H42N4PtSb2, with ωB97M-V with the def2-TZVPD basis set.

Structure (XYZ):
```
75
Properties=species:S:1:pos:R:3:forces:R:3
Pt 0.5558 -1.7306 0.4955 0.062 0.369 -0.288
C 0.3284 -3.7631 -2.9398 0.003 0.002 -0.013
C 1.1198 -3.1681 -1.8335 0.018 0.102 -0.010
C 0.9685 -3.6644 -0.4790 0.135 -0.075 0.123
C 1.9802 -3.4144 0.5029 0.007 -0.261 -0.140
C 2.1364 -4.2797 1.7128 0.041 0.040 0.008
C 2.7535 -2.2610 0.2537 0.042 0.001 0.172
C 2.8476 -1.6750 -1.0652 0.023 -0.033 0.059
C 3.8449 -0.5998 -1.3136 -0.041 0.026 -0.007
C 2.0590 -2.1738 -2.0937 -0.074 -0.023 0.005
H 1.0316 -4.3127 -3.5775 -0.013 -0.020 0.006
H -0.1174 -3.0013 -3.5803 0.003 0.004 0.000
H -0.4248 -4.4680 -2.5999 -0.011 0.012 0.006
H 0.3206 -4.5198 -0.3259 -0.037 0.036 -0.025
H 2.6035 -5.2195 1.4081 0.010 0.007 -0.009
H 1.1751 -4.5233 2.1640 0.008 -0.024 -0.020
H 2.7813 -3.8187 2.4588 -0.028 0.018 0.009
H 3.4740 -1.9359 0.9957 0.040 -0.079 -0.006
H 4.6525 -1.0136 -1.9272 0.015 -0.017 0.015
H 4.2872 -0.2194 -0.3957 0.002 0.002 0.002
H 3.4131 0.2187 -1.8904 0.001 -0.012 -0.016
H 2.1872 -1.8054 -3.1041 0.017 0.000 -0.002
C -2.0114 5.1067 2.8776 0.131 -0.047 0.001
Sb -1.6249 4.2334 0.9995 0.030 0.328 -0.043
C -1.4242 5.8561 -0.3516 0.206 0.040 0.266
C -3.4907 3.0453 0.4062 -0.796 -0.956 -0.283
C -4.0599 2.1311 1.3246 0.081 0.041 0.050
C -4.8612 2.7006 2.3681 0.108 0.003 -0.033
C -5.6574 1.9266 3.1569 -0.057 -0.120 0.089
C -5.6702 0.5419 2.9339 0.037 0.066 -0.032
C -4.8718 -0.0451 1.9496 -0.024 -0.027 0.102
C -4.0237 0.6941 1.1482 -0.087 0.104 -0.044
C -3.2751 0.0121 0.0481 0.010 -0.024 -0.052
Sb -1.9916 -1.7411 0.3964 -0.482 -0.121 0.024
C -2.6882 -2.8348 -1.2682 -0.017 -0.033 0.027
C -2.8331 -2.7567 2.0475 0.036 -0.003 0.022
H -2.7759 5.8735 2.7216 0.014 0.040 -0.019
H -1.0993 5.5917 3.2277 -0.016 0.058 0.021
H -2.3467 4.3617 3.5947 0.025 -0.006 0.003
H -2.3894 5.9720 -0.8534 -0.027 -0.032 0.004
H -0.6563 5.6366 -1.0915 -0.020 -0.014 -0.022
H -1.1787 6.7538 0.2132 -0.009 0.040 -0.057
H -3.2754 2.6990 -0.5997 0.217 0.068 0.061
H -4.0320 4.0099 0.4130 0.339 0.226 0.037
H -4.8740 3.7787 2.4847 -0.024 0.004 -0.010
H -6.2951 2.3604 3.9146 0.009 0.030 0.002
H -6.3254 -0.0830 3.5289 -0.001 -0.024 -0.014
H -4.9551 -1.1126 1.7986 0.011 -0.003 -0.001
H -2.7294 0.6894 -0.6045 0.100 -0.026 0.069
H -4.0174 -0.5008 -0.5713 0.006 0.076 -0.069
H -3.7747 -2.8978 -1.2180 -0.003 0.014 0.004
H -2.2818 -3.8432 -1.2347 0.010 -0.008 0.007
H -2.3920 -2.3485 -2.1955 0.003 0.002 0.001
H -3.8052 -3.1610 1.7697 0.000 0.006 0.005
H -2.9236 -2.1030 2.9121 0.008 0.009 0.001
H -2.1652 -3.5794 2.2980 -0.001 -0.009 -0.009
C 3.7858 3.4598 1.9446 -0.031 -0.024 -0.009
C 3.6925 2.6686 3.2454 -0.010 0.036 0.018
C 4.4818 1.3654 3.1816 -0.028 -0.020 -0.023
C 2.2375 2.4668 3.6756 -0.008 -0.014 -0.028
N 1.4637 1.6351 2.7138 -0.034 0.045 0.043
C 1.5293 0.3341 2.4718 -0.089 0.044 0.058
N 0.6730 0.0627 1.4940 0.327 0.057 0.100
N 0.0874 1.2172 1.1518 -0.135 0.004 -0.062
N 0.5581 2.1589 1.8806 -0.155 0.119 -0.060
H 4.8229 3.5418 1.6241 0.004 0.032 0.014
H 3.3968 4.4725 2.0583 -0.015 0.002 0.000
H 3.2368 2.9683 1.1330 0.037 -0.022 -0.007
H 4.1093 3.2743 4.0557 0.030 -0.007 -0.028
H 4.1749 0.7490 2.3279 0.001 0.003 -0.004
H 4.3936 0.7791 4.0985 -0.006 -0.003 0.005
H 5.5390 1.5802 3.0354 0.002 0.004 0.016
H 1.7054 3.4157 3.7124 -0.006 -0.011 0.037
H 2.1544 1.9784 4.6459 0.029 -0.024 -0.013
H 2.1406 -0.3698 3.0107 0.046 -0.001 -0.036
```
Positions in Å, forces in eV/Å.

## Properties
* HOMO (alpha / beta): -19.53 / -19.53 eV
* gap between HOMO and LUMO (alpha / beta): 0.1791 / 0.1791 hartree
* net charge: +4

Atom charges from the Mulliken analysis, given in e for atoms 1 to 6: atom 1 (Pt): 0.76, atom 2 (C): -1.76, atom 3 (C): 1.38, atom 4 (C): -0.93, atom 5 (C): -0.14, atom 6 (C): -1.36

[3]
Computed, not measured: a structure of composition C26H43AlCl3O2P2, with ωB97M-V with the def2-TZVPD basis set.

Structure (XYZ):
```
77
Properties=species:S:1:pos:R:3:forces:R:3
Al 0.0981 1.0032 0.6206 1.188 4.126 2.276
C 3.0318 1.1980 0.7444 -1.002 0.667 -0.200
C 3.0305 1.5234 -0.6273 -0.066 0.368 0.433
C 1.3916 2.8175 0.3724 1.076 -0.864 -0.614
C 1.9932 1.9460 1.3987 0.590 -0.119 -1.331
C 2.0776 2.5319 -0.8651 -0.323 -0.373 1.349
C 4.0478 0.3726 1.4426 0.108 -0.508 0.138
H 4.3944 -0.4510 0.8052 0.030 0.077 0.201
H 3.6453 -0.0497 2.3721 0.173 0.026 -0.148
H 4.9332 0.9722 1.7082 -0.240 -0.136 -0.059
C 2.0408 2.2710 2.8490 -0.243 -0.017 0.651
H 2.1617 1.3579 3.4454 -0.020 0.214 0.072
H 1.1306 2.7800 3.1814 0.272 -0.163 -0.015
H 2.8980 2.9283 3.0765 -0.238 -0.194 -0.114
C 0.7956 4.1491 0.6700 -0.438 0.391 0.178
H 1.5960 4.9048 0.7624 -0.245 -0.219 -0.047
H 0.2298 4.1419 1.6087 0.106 0.079 -0.321
H 0.1263 4.4787 -0.1359 0.088 0.067 0.202
C 1.9519 3.3303 -2.1076 -0.195 0.031 -0.516
H 2.6554 4.1789 -2.1044 -0.224 -0.198 -0.003
H 0.9399 3.7400 -2.2236 0.207 0.016 -0.051
H 2.1834 2.7195 -2.9896 -0.074 0.226 0.055
C 4.0151 1.0158 -1.6202 0.114 -0.203 -0.206
H 4.9518 1.5898 -1.5772 -0.161 -0.163 -0.059
H 3.6171 1.0998 -2.6361 0.185 -0.106 0.057
H 4.2580 -0.0342 -1.4205 0.066 0.130 -0.182
C -1.5878 -3.8617 0.2170 0.590 -0.702 0.703
C -0.2516 -3.9580 0.2025 -0.833 -1.468 0.438
C 0.5383 -4.4564 -0.9720 0.266 -0.013 -0.337
C 0.0883 -3.8850 -2.3445 0.484 -0.575 0.212
C -0.4044 -2.4625 -2.3406 -0.855 -0.003 -1.120
C -1.7073 -2.1389 -2.2738 0.491 -0.447 -0.991
C -2.8318 -3.0825 -1.9269 -0.077 -0.270 0.075
C -2.4929 -4.2217 -0.9181 -0.655 0.052 -0.407
H 0.4565 -5.5566 -1.0201 0.102 0.318 0.084
H -0.6711 -4.5559 -2.7755 0.259 0.436 0.080
H 1.6062 -4.2364 -0.8186 -0.319 -0.082 -0.016
H -2.1046 -5.0894 -1.4676 -0.060 0.228 0.272
H -2.1034 -3.6353 1.1599 0.361 -0.080 -0.310
H 0.3047 -3.9365 1.1461 -0.342 0.203 -0.290
H -3.4534 -4.5326 -0.4792 0.299 -0.059 -0.198
H -3.6801 -2.5005 -1.5270 0.301 -0.118 -0.155
H -2.0494 -1.1731 -2.6477 0.287 -0.134 0.478
H -3.2064 -3.5595 -2.8489 0.052 0.224 0.214
H 0.9623 -3.9421 -3.0125 -0.350 0.028 0.101
H 0.3375 -1.7176 -2.6526 -0.383 -0.117 0.072
P -0.2594 -1.1087 1.3381 -0.378 1.433 -0.748
P -1.5353 1.3622 -1.0528 0.762 -0.290 1.029
C -1.9202 -1.0740 0.4998 -0.318 -0.967 -0.842
C -2.6192 0.1157 -0.2522 -0.165 -0.147 0.087
H -2.6477 -1.5025 1.2049 0.294 0.201 -0.210
H -1.7058 -1.8172 -0.2685 -0.498 0.202 0.329
H -3.2658 -0.2880 -1.0494 0.002 -0.168 0.558
H -3.2641 0.6373 0.4728 0.277 0.137 -0.342
C -2.4380 2.9233 -1.1078 -0.097 0.299 -0.037
H -1.7462 3.7293 -1.3931 -0.228 -0.260 0.043
H -2.8645 3.1639 -0.1236 0.206 -0.164 -0.313
H -3.2438 2.8530 -1.8553 0.230 0.034 0.220
C -0.9454 1.0200 -2.7238 -0.236 -0.299 -0.484
H -1.7674 0.6922 -3.3709 0.225 0.203 -0.050
H -0.1675 0.2472 -2.7103 -0.259 0.222 0.026
H -0.4949 1.9313 -3.1408 -0.178 -0.140 0.251
C -0.3511 -1.8833 2.9452 0.093 -0.071 0.683
H 0.6277 -1.7764 3.4360 -0.288 -0.068 -0.129
H -0.6130 -2.9494 2.8773 0.077 0.375 -0.049
H -1.1039 -1.3420 3.5372 0.220 -0.169 -0.235
C 1.1613 -1.6336 0.3175 0.263 -0.706 -0.372
H 1.8734 -0.8191 0.1215 -0.229 0.084 0.348
H 0.8180 -1.9905 -0.6547 0.152 -0.037 0.373
H 1.7116 -2.4316 0.8253 -0.022 0.119 -0.197
Cl -3.3808 3.9178 2.3630 0.239 -0.178 0.248
C -2.3731 3.0206 3.5496 0.298 -0.300 -0.005
Cl -1.0426 4.0705 4.1245 -0.455 -0.354 -0.239
Cl -3.3729 2.5429 4.9266 0.227 0.106 -0.348
C -1.8194 1.7349 2.7895 0.383 -0.305 -0.677
O -2.3434 0.6479 2.9893 0.542 0.917 -0.212
O -0.8511 1.9930 1.9353 -1.495 -0.288 0.642
```
Positions in Å, forces in eV/Å.

## Properties
* HOMO: -9.95 eV
* gap between HOMO and LUMO: 0.2521 hartree
* net charge: +1

Atom charges from the Mulliken analysis, given in e for atoms 1 to 6: atom 1 (Al): -2.57, atom 2 (C): -0.36, atom 3 (C): 1.74, atom 4 (C): 1.50, atom 5 (C): 1.52, atom 6 (C): -0.04

| no. | maximum force (eV Å⁻¹) | E (eV) |
| --- | --- | --- |
| 1 | 1.2 | -139515.8448 |
| 2 | 1.3 | -49882.9267 |
| 3 | 4.9 | -94490.8036 |